(1)
{
  "formula": "C24H59FNO19S6",
  "method": "ωB97M-V/def2-TZVPD",
  "charge": 1,
  "multiplicity": 1,
  "gap_ha": 0.335,
  "symbols": ["O", "C", "F", "C", "C", "C", "C", "C", "N", "H", "H", "H", "H", "H", "H", "H", "H", "H", "H", "H", "O", "S", "O", "O", "C", "C", "C", "H", "H", "H", "H", "H", "H", "H", "H", "O", "S", "O", "O", "C", "C", "C", "H", "H", "H", "H", "H", "H", "H", "H", "O", "S", "O", "O", "C", "C", "C", "H", "H", "H", "H", "H", "H", "H", "H", "O", "S", "O", "O", "C", "C", "C", "H", "H", "H", "H", "H", "H", "H", "H", "O", "S", "O", "O", "C", "C", "C", "H", "H", "H", "H", "H", "H", "H", "H", "O", "S", "O", "O", "C", "C", "C", "H", "H", "H", "H", "H", "H", "H", "H"],
  "positions_angstrom": [[-4.086, -2.047, -3.305], [-3.455, -1.095, -3.001], [-2.719, -1.044, -1.883], [-3.332, 0.142, -3.865], [-2.363, -0.150, -5.018], [-2.689, 0.375, -6.447], [-1.272, 0.701, -6.975], [-0.720, 1.406, -5.728], [-0.930, 0.310, -4.717], [-2.956, 0.987, -3.284], [-4.318, 0.389, -4.248], [-2.273, -1.231, -5.134], [-3.333, 1.251, -6.493], [-3.148, -0.483, -6.933], [-0.785, -0.277, -7.034], [-1.199, 1.268, -7.894], [-1.505, 2.112, -5.454], [0.279, 1.831, -5.763], [-0.269, -0.451, -4.872], [-0.772, 0.703, -3.788], [-5.139, -3.690, -8.032], [-3.870, -4.150, -7.560], [-2.766, -3.231, -7.480], [-3.439, -5.428, -8.382], [-3.475, -5.351, -9.831], [-2.281, -4.615, -10.399], [-4.059, -4.924, -5.992], [-4.417, -4.900, -10.143], [-3.479, -6.388, -10.159], [-2.308, -3.556, -10.145], [-2.277, -4.707, -11.485], [-1.352, -5.030, -10.008], [-4.865, -5.651, -6.048], [-4.305, -4.140, -5.277], [-3.121, -5.402, -5.722], [3.672, 0.109, -5.343], [3.355, 1.147, -4.409], [2.576, 2.272, -4.845], [4.662, 1.630, -3.677], [5.807, 2.007, -4.492], [5.657, 3.391, -5.087], [2.579, 0.444, -2.992], [5.965, 1.249, -5.259], [6.651, 1.969, -3.808], [4.865, 3.421, -5.834], [6.591, 3.684, -5.566], [5.415, 4.118, -4.312], [3.178, -0.389, -2.636], [1.597, 0.090, -3.301], [2.479, 1.201, -2.218], [2.221, 0.020, 0.140], [2.285, -0.437, 1.502], [2.654, 0.484, 2.529], [3.198, -1.725, 1.572], [4.526, -1.658, 0.988], [5.512, -0.933, 1.876], [0.767, -1.212, 1.937], [4.460, -1.203, -0.001], [4.818, -2.697, 0.855], [5.278, 0.129, 1.949], [6.518, -1.035, 1.469], [5.503, -1.346, 2.884], [0.508, -1.939, 1.172], [0.013, -0.429, 1.993], [0.888, -1.690, 2.906], [7.121, -2.129, 4.983], [7.552, -2.209, 6.348], [7.805, -3.486, 6.935], [6.525, -1.401, 7.252], [5.120, -1.709, 7.112], [4.732, -2.980, 7.839], [8.943, -1.163, 6.599], [4.866, -1.757, 6.052], [4.605, -0.850, 7.537], [5.178, -3.857, 7.373], [3.648, -3.095, 7.825], [5.070, -2.946, 8.875], [8.724, -0.182, 6.188], [9.781, -1.620, 6.076], [9.148, -1.108, 7.664], [-2.361, 3.428, 6.129], [-1.136, 3.084, 6.791], [-0.071, 4.033, 6.846], [-0.607, 1.721, 6.166], [-0.544, 1.641, 4.726], [0.660, 2.347, 4.141], [-1.475, 2.481, 8.407], [-1.477, 2.024, 4.309], [-0.504, 0.573, 4.512], [0.590, 3.426, 4.277], [0.728, 2.140, 3.075], [1.578, 2.009, 4.619], [-2.257, 1.730, 8.344], [-1.808, 3.332, 8.998], [-0.560, 2.067, 8.822], [-6.436, 3.226, 3.084], [-6.299, 3.234, 4.511], [-6.096, 1.998, 5.204], [-7.552, 3.987, 5.137], [-8.868, 3.561, 4.719], [-9.313, 2.291, 5.414], [-5.065, 4.386, 4.990], [-8.884, 3.454, 3.634], [-9.523, 4.391, 4.980], [-8.717, 1.436, 5.100], [-10.358, 2.089, 5.177], [-9.210, 2.390, 6.495], [-5.257, 5.331, 4.489], [-4.109, 3.974, 4.683], [-5.088, 4.499, 6.070]],
  "forces_ev_per_a": [[0.254, 0.011, 0.342], [-0.556, -0.030, -0.607], [0.091, 0.038, 0.063], [0.683, 0.262, 0.242], [-0.337, -0.762, -0.236], [0.641, -0.381, 0.186], [-0.406, -0.446, 1.034], [-0.664, -0.241, -0.920], [0.135, 0.920, -0.068], [-0.234, 0.053, 0.036], [-0.030, -0.063, -0.088], [-0.034, -0.007, 0.053], [-0.116, -0.037, 0.242], [-0.163, 0.281, -0.383], [0.384, 0.218, -0.688], [-0.068, -0.024, -0.052], [0.587, 0.622, 0.140], [0.109, -0.194, 0.288], [0.039, 0.033, 0.059], [-0.227, -0.352, 0.161], [0.066, 0.278, -0.084], [-0.041, -0.509, 0.212], [-0.031, 0.294, 0.029], [0.073, 0.119, 0.160], [0.002, 0.012, -0.493], [0.034, 0.113, 0.178], [0.016, -0.047, 0.046], [-0.015, 0.032, 0.118], [0.002, -0.043, 0.157], [-0.024, -0.004, -0.017], [-0.024, -0.041, -0.002], [-0.005, -0.048, -0.048], [-0.007, 0.009, -0.041], [-0.012, 0.024, -0.031], [0.006, 0.003, -0.021], [-0.092, 0.087, -0.223], [0.116, -0.158, 0.642], [-0.156, -0.078, -0.177], [-0.142, 0.031, -0.134], [0.419, 0.181, -0.276], [-0.226, -0.009, 0.015], [0.055, 0.069, 0.062], [-0.119, -0.049, 0.034], [-0.111, -0.048, 0.124], [0.020, -0.016, -0.014], [0.029, -0.028, 0.024], [0.068, 0.003, 0.014], [-0.015, -0.004, 0.021], [0.026, -0.038, -0.016], [0.015, -0.024, 0.019], [0.002, 0.092, -0.136], [0.010, -0.364, 0.198], [0.041, 0.090, -0.108], [-0.170, 0.062, -0.052], [0.510, 0.011, -0.135], [-0.167, 0.149, 0.149], [-0.033, -0.026, -0.021], [-0.131, 0.037, 0.034], [-0.147, -0.044, 0.075], [0.001, -0.005, -0.036], [-0.006, -0.058, -0.020], [0.084, -0.066, -0.028], [0.010, -0.011, 0.009], [0.033, 0.029, -0.005], [0.014, 0.008, 0.003], [-0.056, -0.081, -0.121], [-0.008, 0.224, 0.217], [0.002, -0.092, -0.089], [0.136, 0.026, -0.030], [-0.416, -0.110, 0.000], [0.159, -0.087, -0.025], [0.019, 0.053, -0.003], [0.106, -0.001, -0.018], [0.132, 0.060, 0.025], [-0.006, 0.012, -0.012], [-0.009, 0.046, 0.000], [-0.048, 0.033, 0.013], [-0.012, -0.004, 0.002], [-0.024, -0.037, -0.008], [-0.008, -0.021, 0.003], [0.026, 0.149, -0.002], [0.063, -0.287, 0.059], [-0.036, 0.094, -0.022], [0.047, 0.041, 0.118], [-0.004, -0.068, -0.480], [-0.050, 0.252, 0.249], [-0.042, -0.042, 0.026], [-0.016, 0.023, 0.086], [0.001, -0.030, 0.168], [-0.038, -0.010, 0.010], [0.011, -0.046, -0.015], [0.015, -0.071, -0.067], [0.002, 0.005, -0.016], [0.013, 0.028, -0.031], [0.013, 0.017, -0.011], [0.012, -0.127, -0.085], [-0.073, 0.249, 0.217], [0.040, -0.097, -0.101], [0.147, 0.025, -0.003], [-0.394, -0.140, -0.086], [0.163, -0.075, 0.018], [-0.081, 0.112, -0.075], [0.108, 0.003, 0.005], [0.118, 0.070, 0.050], [-0.004, 0.011, -0.014], [-0.012, 0.047, -0.005], [-0.052, 0.030, 0.000], [-0.038, -0.011, 0.005], [0.013, -0.046, 0.031], [0.017, -0.040, 0.008]],
  "mulliken_charge": [-0.42, 0.50, -0.23, -0.68, -0.22, -0.91, -0.51, -0.60, -0.26, 0.41, 0.35, 0.51, 0.41, 0.36, 0.27, 0.43, 0.29, 0.43, 0.43, 0.43, -0.69, 1.30, -0.59, -0.28, -0.38, -0.96, -0.89, 0.34, 0.28, 0.27, 0.39, 0.27, 0.36, 0.28, 0.32, -0.68, 1.23, -0.65, -0.19, -0.39, -0.99, -0.81, 0.36, 0.27, 0.29, 0.39, 0.27, 0.29, 0.18, 0.41, -0.57, 1.14, -0.53, -0.30, -0.14, -0.99, -1.00, 0.10, 0.32, 0.28, 0.43, 0.23, 0.36, 0.35, 0.34, -0.57, 1.17, -0.61, -0.30, -0.12, -1.03, -0.95, 0.16, 0.27, 0.30, 0.39, 0.27, 0.31, 0.37, 0.33, -0.49, 1.08, -0.61, -0.33, -0.17, -0.93, -0.97, 0.24, 0.18, 0.38, 0.30, 0.25, 0.32, 0.37, 0.34, -0.68, 1.25, -0.61, -0.28, -0.39, -0.97, -0.78, 0.34, 0.28, 0.30, 0.38, 0.26, 0.39, 0.24, 0.28]
}

---

(2)
{
  "formula": "C33H38N6O12",
  "method": "ωB97M-V/def2-TZVPD",
  "charge": 0,
  "e_above_lowest_ev": 5.680,
  "multiplicity": 1,
  "gap_ha": 0.150,
  "symbols": ["C", "C", "C", "C", "C", "C", "N", "O", "C", "C", "C", "H", "H", "H", "H", "H", "H", "H", "H", "H", "H", "H", "H", "H", "H", "H", "H", "H", "H", "N", "O", "O", "O", "C", "C", "C", "C", "C", "C", "N", "O", "O", "H", "H", "H", "H", "H", "C", "C", "C", "C", "C", "C", "N", "O", "O", "H", "H", "H", "H", "H", "C", "C", "C", "C", "C", "C", "N", "O", "O", "H", "H", "H", "H", "H", "C", "C", "C", "C", "C", "C", "N", "O", "O", "H", "H", "H", "H", "H"],
  "positions_angstrom": [[-39.208, 23.178, 66.358], [-40.197, 22.623, 65.220], [-39.270, 21.890, 64.184], [-40.174, 21.022, 63.273], [-41.025, 20.054, 64.172], [-41.965, 20.678, 65.210], [-41.311, 21.865, 65.857], [-41.984, 22.441, 66.753], [-42.341, 19.619, 66.318], [-43.406, 21.111, 64.592], [-40.835, 23.823, 64.481], [-38.503, 23.863, 65.885], [-38.685, 22.130, 66.744], [-39.661, 23.384, 67.137], [-38.437, 21.124, 64.716], [-38.877, 22.619, 63.533], [-39.610, 20.543, 62.521], [-40.893, 21.658, 62.609], [-40.245, 19.452, 64.730], [-41.700, 19.500, 63.387], [-41.466, 19.328, 66.866], [-42.757, 18.658, 65.867], [-43.042, 19.865, 67.180], [-44.372, 21.385, 65.315], [-43.792, 20.364, 64.137], [-43.392, 21.797, 63.947], [-39.863, 24.486, 64.135], [-41.347, 24.302, 65.049], [-41.093, 23.674, 63.591], [-43.689, 23.984, 61.680], [-43.431, 24.318, 60.606], [-43.299, 24.641, 62.696], [-44.558, 23.076, 61.957], [-45.181, 28.956, 58.814], [-44.366, 30.214, 58.477], [-42.906, 30.275, 58.777], [-42.347, 29.258, 59.738], [-43.175, 27.959, 60.006], [-44.586, 27.853, 59.323], [-40.924, 29.322, 60.150], [-40.320, 30.423, 60.057], [-40.402, 28.276, 60.333], [-46.188, 28.873, 58.637], [-44.828, 30.930, 57.868], [-42.348, 31.234, 58.284], [-42.881, 27.049, 60.669], [-45.116, 26.980, 59.587], [-48.498, 25.646, 63.619], [-49.767, 26.236, 63.159], [-49.954, 26.403, 61.576], [-48.795, 26.092, 60.664], [-47.570, 25.236, 61.173], [-47.531, 25.017, 62.698], [-48.703, 26.605, 59.312], [-47.576, 26.338, 58.624], [-49.526, 27.423, 58.923], [-48.404, 25.544, 64.691], [-50.530, 26.590, 63.876], [-50.858, 26.915, 61.461], [-46.753, 24.719, 60.562], [-46.688, 24.609, 62.872], [-40.889, 20.581, 59.101], [-42.318, 21.032, 59.550], [-43.156, 20.169, 60.514], [-42.650, 18.810, 60.907], [-41.116, 18.495, 60.451], [-40.262, 19.473, 59.732], [-43.311, 17.847, 61.834], [-44.536, 18.292, 62.333], [-42.909, 16.753, 62.145], [-40.275, 21.024, 58.412], [-42.883, 22.017, 59.251], [-44.187, 20.539, 60.758], [-40.754, 17.575, 60.929], [-39.298, 19.071, 59.458], [-46.968, 21.143, 60.079], [-47.233, 21.561, 58.635], [-48.233, 20.699, 57.881], [-48.996, 19.471, 58.564], [-48.602, 19.127, 59.970], [-47.577, 20.019, 60.719], [-50.070, 18.743, 57.876], [-50.212, 18.934, 56.567], [-50.780, 18.097, 58.606], [-46.411, 21.865, 60.453], [-46.690, 22.503, 58.173], [-48.355, 20.959, 57.051], [-49.051, 18.183, 60.504], [-47.581, 19.983, 61.892]],
  "forces_ev_per_a": [[3.933, -6.776, -6.830], [2.978, 1.211, 0.305], [-1.147, -3.794, 1.463], [-2.397, 1.727, 0.751], [0.437, -0.479, -1.988], [-2.343, -0.769, 0.441], [-3.812, 2.426, 1.729], [3.306, -2.299, -3.018], [-0.660, -0.892, 0.704], [0.353, 0.388, 9.204], [11.590, -2.649, -0.607], [-0.190, -0.131, 0.491], [-0.542, 2.713, -1.137], [-4.418, 3.335, 7.270], [-2.116, 2.431, -1.394], [1.190, 0.994, -0.134], [0.713, -1.151, -0.487], [1.053, -0.693, 1.372], [-1.209, -0.048, -0.750], [1.374, 0.351, 2.002], [0.860, -0.301, 0.013], [0.577, 1.483, 0.114], [0.483, 0.547, -1.644], [3.199, -0.479, -1.010], [-1.949, -5.835, -3.093], [0.707, 6.033, -5.090], [-2.056, -1.229, 1.528], [-6.639, 5.958, 6.367], [-3.569, -1.888, -6.906], [-3.284, -0.390, 7.110], [1.652, 0.902, -5.748], [0.987, -0.234, -0.309], [0.634, -0.512, -1.062], [4.328, 3.146, -0.641], [2.593, -4.474, 2.071], [-2.341, 0.327, 0.489], [-3.915, -2.105, -1.647], [-0.667, 2.428, -2.088], [5.014, 1.336, 3.400], [-0.412, 2.841, -2.154], [-1.384, -1.773, 0.587], [1.164, -1.622, 1.121], [-2.312, 0.285, -0.876], [-0.395, 1.064, -0.627], [-1.017, -2.775, 1.780], [-0.108, 2.024, -1.311], [-0.574, -0.883, -0.065], [-1.676, -0.449, -2.774], [3.295, -1.351, -4.199], [4.991, -1.344, 3.844], [0.682, -2.315, 3.733], [-3.483, 1.277, 3.311], [-7.144, 5.405, -5.380], [3.322, 0.813, -2.452], [-4.545, 0.669, 2.695], [0.735, -1.402, 0.382], [0.410, -0.023, 0.016], [0.490, -0.255, -0.768], [-0.969, 0.734, -1.531], [-1.477, 1.302, 0.693], [5.599, -3.136, 2.439], [-4.541, -0.934, 4.226], [0.614, -2.254, 1.097], [2.308, -1.026, -1.775], [4.565, 2.336, -2.159], [-3.079, 2.543, 1.542], [-4.457, -2.614, 0.733], [-5.580, 2.071, 1.619], [5.393, -1.396, -2.210], [0.641, 1.223, -0.844], [0.794, 1.918, -1.692], [1.642, -2.007, 0.359], [1.281, -0.481, -0.018], [0.151, 0.386, -0.597], [0.258, 0.455, -0.052], [-4.183, -2.934, -4.897], [-2.251, -3.757, 0.695], [3.141, -4.013, 16.212], [4.374, 3.210, 1.959], [0.637, 1.430, -1.128], [-2.221, 0.280, -1.003], [0.234, 1.581, -3.353], [0.512, -0.958, 5.214], [-0.180, -0.285, -1.008], [2.781, 2.613, 3.036], [-1.383, -2.266, 0.941], [-2.616, 3.358, -12.837], [0.830, 2.239, -1.183], [0.436, -0.412, -2.578]],
  "mulliken_charge": [-1.75, 1.50, -0.97, -0.25, -0.30, 1.65, 0.84, -0.35, -1.72, -2.51, -2.86, 0.35, 0.28, 0.73, 0.22, 0.56, 0.48, -0.13, 0.39, -0.26, 0.51, 0.33, 0.36, 0.18, 0.77, 0.96, 0.27, 1.08, 0.61, 1.03, -0.66, -0.70, -0.58, -0.26, -0.55, -0.34, 0.18, -0.27, -0.44, 0.90, -0.59, -0.52, 0.55, 0.41, 0.24, 0.32, 0.37, -0.57, -0.29, -0.78, 0.04, 0.25, -0.87, 0.89, -0.55, -0.55, 0.34, 0.37, 0.42, 0.53, 0.72, -0.69, -0.35, 0.22, -0.28, -0.27, -0.56, 0.90, -0.53, -0.55, 0.49, 0.28, 0.41, 0.41, 0.49, -0.57, -0.43, -0.89, 0.09, -0.27, -0.29, 0.83, -0.54, -0.51, 0.92, 0.33, 0.75, 0.31, 0.28]
}

---

(3)
{
  "formula": "C6H18BrFeO3",
  "method": "ωB97M-V/def2-TZVPD",
  "charge": 1,
  "e_above_lowest_ev": 0.661,
  "s_squared": 6.0074,
  "multiplicity": 5,
  "gap_ha": [0.135, 0.130],
  "symbols": ["Fe", "Br", "C", "C", "O", "H", "H", "H", "H", "H", "H", "C", "C", "O", "H", "H", "H", "H", "H", "H", "C", "C", "O", "H", "H", "H", "H", "H", "H"],
  "positions_angstrom": [[4.766, -1.235, 3.002], [2.794, -0.313, 1.598], [-0.126, 2.525, -2.524], [0.179, 1.596, -1.379], [1.570, 1.642, -1.120], [0.415, 2.229, -3.423], [0.291, 3.503, -2.269], [-1.185, 2.671, -2.725], [-0.235, 0.590, -1.518], [-0.383, 1.874, -0.477], [1.811, 1.000, -0.449], [-2.136, 1.246, 3.558], [-1.240, 0.518, 2.555], [-0.072, 0.118, 3.262], [-3.129, 1.407, 3.131], [-1.739, 2.231, 3.797], [-2.340, 0.618, 4.424], [-0.948, 1.205, 1.757], [-1.785, -0.329, 2.131], [0.611, -0.164, 2.649], [-0.296, -2.866, -2.526], [0.815, -2.461, -1.566], [0.245, -1.987, -0.353], [-0.906, -3.692, -2.153], [0.120, -3.257, -3.455], [-0.996, -2.058, -2.729], [1.364, -1.646, -2.053], [1.562, -3.235, -1.367], [0.972, -1.729, 0.218]],
  "forces_ev_per_a": [[-2.374, 1.100, -1.624], [2.644, -1.093, 1.626], [0.718, 0.569, 0.059], [-1.318, -0.323, 0.711], [0.384, -0.107, -0.217], [-0.252, -0.229, -0.079], [-0.124, 0.072, 0.035], [-0.023, -0.304, 0.026], [0.624, -0.238, -0.558], [0.141, 0.590, 0.002], [-0.205, -0.030, -0.085], [-0.451, -0.230, -0.716], [-0.423, 0.615, 0.459], [0.331, -0.272, 0.247], [0.094, 0.076, -0.261], [0.126, -0.162, 0.377], [0.437, 0.158, 0.215], [-0.175, -0.050, -0.147], [0.211, -0.132, -0.046], [-0.354, -0.015, -0.015], [-0.048, -0.854, 0.299], [-0.068, 0.598, -0.807], [-0.079, 0.012, 0.234], [0.112, 0.040, 0.344], [0.116, 0.343, -0.098], [0.274, 0.214, -0.046], [0.066, 0.085, 0.052], [-0.313, -0.355, -0.073], [-0.072, -0.079, 0.085]],
  "lowdin_spin": [3.81, 0.18, 0.00, 0.00, 0.00, 0.00, 0.00, 0.00, 0.00, 0.00, 0.00, 0.00, 0.00, 0.00, 0.00, 0.00, 0.00, 0.00, 0.00, 0.00, 0.00, 0.00, 0.00, 0.00, 0.00, 0.00, 0.00, 0.00, 0.00]
}